[1]
This record from the Open Molecules 2025 dataset describes a structure of composition C10H22AlCl2O3P. The level of theory is wB97M-V/def2-TZVPD.

Output
- frontier orbital gap (alpha / beta) (eV) = 7.022 / 5.584
- lowest unoccupied orbital energy (alpha / beta) (eV) = -10.5031 / -11.5476
- ΔE to the lowest compared entry with this formula, charge and spin (eV) = 3.213

```
! RIJCOSX wB97M-V def2-TZVPD def2/J DEFGRID3
* xyz 2 1
C -0.518 -2.653 -2.887
C -1.372 -1.555 -2.332
H -1.068 -3.262 -3.641
H -0.225 -3.276 -2.062
H 0.420 -2.284 -3.399
O -2.445 -1.207 -2.794
Cl 0.980 -3.719 1.053
Al 0.390 -1.876 0.305
P -0.481 1.055 -1.532
C -1.943 2.141 -1.526
C 0.864 2.249 -1.282
H 0.550 0.128 -3.511
H 0.052 1.832 -3.749
H -1.165 0.544 -3.811
C -0.237 0.866 -3.330
H 1.815 1.723 -1.207
H 0.890 2.923 -2.139
H -2.005 2.632 -2.504
H -1.806 2.888 -0.737
H 0.702 2.836 -0.378
H -2.863 1.581 -1.327
C -1.337 -1.002 -0.455
O -2.429 -0.746 -0.024
Cl 1.800 -1.128 -1.038
C -0.428 1.306 2.988
C 0.466 0.783 1.896
O 0.355 -0.780 1.896
C 0.775 -1.311 3.241
C 2.222 -1.002 3.536
H -1.417 0.848 2.946
H -0.511 2.399 2.924
H 0.033 1.084 3.939
H 0.149 1.116 0.899
H 1.543 0.972 2.034
H 0.051 -0.929 3.983
H 0.540 -2.377 3.225
H 2.270 -0.020 3.992
H 2.621 -1.757 4.212
H 2.760 -1.021 2.592
*
```

***

[2]
This record from the Open Molecules 2025 dataset describes a structure of composition C10H22AsHfS7Se2. The level of theory is wB97M-V/def2-TZVPD.

Output
- frontier orbital gap (eV) = 7.379
- lowest unoccupied orbital energy (eV) = -3.9734

```
! RIJCOSX wB97M-V def2-TZVPD def2/J DEFGRID3
* xyz 1 1
Hf -1.412 -0.989 -0.058
C 0.998 3.283 -0.203
C -0.552 3.337 -0.367
S -1.671 1.932 -0.441
C -2.150 1.671 -2.239
C -0.999 1.194 -3.113
S -0.054 -0.266 -2.635
C 1.679 0.360 -2.685
C 2.391 1.231 -1.692
S 1.995 3.083 -1.706
H 1.347 2.510 0.505
H 1.342 4.208 0.228
H -0.958 3.994 -1.143
H -0.940 3.902 0.489
H -2.258 2.680 -2.663
H -2.992 1.001 -2.253
H -0.388 2.005 -3.373
H -1.483 0.848 -4.027
H 1.687 0.894 -3.652
H 2.322 -0.505 -2.797
H 3.468 1.279 -1.996
H 2.327 0.941 -0.645
C -1.142 0.258 3.776
Se 0.000 0.218 2.190
C 1.071 -1.219 2.829
C 2.205 -1.548 1.851
Se 1.546 -2.023 -0.048
C 1.368 -3.907 0.456
H -0.622 0.670 4.631
H -1.736 -0.607 3.922
H -1.851 1.076 3.565
H 0.452 -2.169 3.062
H 1.659 -0.892 3.760
H 2.776 -2.426 2.094
H 2.935 -0.726 1.696
H 2.282 -4.253 0.850
H 0.962 -4.497 -0.394
H 0.744 -3.927 1.381
S -5.191 -3.872 0.354
As -3.487 -2.802 0.181
S -3.832 -0.528 -0.088
S -1.982 -2.564 1.843
S -1.858 -2.856 -1.445
*
```

***

[3]
This record from the Open Molecules 2025 dataset describes a structure of composition C10H22AuN4S2. The level of theory is wB97M-V/def2-TZVPD.

Output
- frontier orbital gap (alpha / beta) (eV) = 10.171 / 5.690
- expectation value of S² = 2.018
- lowest unoccupied orbital energy (alpha / beta) (eV) = -9.5150 / -13.8721

```
! RIJCOSX wB97M-V def2-TZVPD def2/J DEFGRID3
* xyz 3 3
Au 0.039 -1.016 0.691
C 1.966 -1.083 3.190
C 2.692 -1.774 2.046
N 2.294 -1.232 0.725
C 2.898 0.047 0.284
C 2.403 1.290 1.020
S 0.587 1.438 1.148
C 0.273 1.502 2.943
C -0.178 0.173 3.538
N 0.511 -0.987 2.919
H 2.136 -1.648 4.107
H 2.352 -0.084 3.366
H 3.771 -1.690 2.192
H 2.447 -2.836 2.040
H 2.521 -1.927 0.017
H 3.985 0.024 0.406
H 2.698 0.143 -0.782
H 2.806 1.390 2.024
H 2.717 2.169 0.453
H 1.182 1.903 3.391
H -0.514 2.245 3.079
H 0.001 0.204 4.616
H -1.247 0.040 3.392
H 0.048 -1.839 3.235
S -1.602 -1.654 -0.826
C -2.116 -0.577 -2.144
N -2.351 0.700 -1.963
C -2.958 1.540 -3.029
C -2.524 1.020 -4.389
C -2.780 -0.472 -4.514
N -2.318 -1.178 -3.288
H -2.250 1.088 -1.040
H -2.626 2.562 -2.869
H -4.042 1.516 -2.915
H -1.468 1.236 -4.549
H -3.079 1.542 -5.165
H -2.244 -0.898 -5.358
H -3.837 -0.696 -4.654
H -2.191 -2.181 -3.338
*
```

***

[4]
This record from the Open Molecules 2025 dataset describes a structure of composition C10H22B2CrF14N3O6S2. The level of theory is wB97M-V/def2-TZVPD.

Output
- frontier orbital gap (alpha / beta) (eV) = 8.320 / 9.403
- expectation value of S² = 3.771
- lowest unoccupied orbital energy (alpha / beta) (eV) = -2.1803 / -1.0974

```
! RIJCOSX wB97M-V def2-TZVPD def2/J DEFGRID3
* xyz 0 4
Cr 0.685 -0.405 -0.013
B 2.587 0.727 -1.669
F 1.209 1.028 -1.578
F 2.676 -0.137 -0.469
F 2.835 -0.089 -2.756
F 3.425 1.773 -1.562
B -2.155 -1.747 0.844
F -1.953 -1.878 -0.553
F -3.208 -0.883 1.087
F -2.260 -2.976 1.458
F -0.921 -1.111 1.339
C -0.790 0.388 3.716
F -0.745 1.009 4.877
F -1.551 -0.680 3.804
F -1.310 1.209 2.811
S 1.005 -0.021 3.223
O 1.786 0.693 4.172
O 1.162 -1.442 3.310
N 1.214 0.584 1.615
S 1.628 2.161 1.815
O 1.496 2.805 0.546
O 1.029 2.847 2.907
C 3.485 2.102 2.143
F 4.097 2.375 0.999
F 3.787 2.992 3.058
F 3.891 0.903 2.577
C 2.462 -4.267 -0.311
C 1.949 -2.874 -0.601
C 0.821 -2.926 -1.599
O 0.290 -1.593 -1.718
C -0.260 -1.250 -2.988
N 1.466 -2.193 0.649
H 1.821 -4.847 0.361
H 3.459 -4.248 0.126
H 2.470 -4.867 -1.224
H 2.736 -2.314 -1.098
H 0.052 -3.676 -1.386
H 1.211 -3.195 -2.584
H -0.483 -2.136 -3.581
H 0.392 -0.618 -3.589
H -1.190 -0.732 -2.764
H 2.283 -2.274 1.260
H 0.849 -2.889 1.080
C -0.972 2.774 -1.950
C -1.355 2.314 -0.567
C -2.874 2.419 -0.427
O -3.457 1.475 -1.261
C -4.858 1.593 -1.361
N -1.056 0.827 -0.359
H -1.258 3.827 -2.034
H -1.449 2.184 -2.731
H 0.100 2.824 -2.118
H -0.878 2.888 0.222
H -3.142 3.461 -0.664
H -3.209 2.309 0.616
H -5.148 2.570 -1.761
H -5.322 1.388 -0.390
H -5.255 0.837 -2.038
H -1.534 0.494 -1.208
H -1.766 0.488 0.298
*
```

***

Which M belongs to each record? In order, 319.145 778.087 459.415 684.027 g mol⁻¹.